(1)
The following is a DFT calculation (the ωB97M-V functional and the def2-TZVPD basis) of a 3-piece molecular cluster, C16H41N7O4P2 overall.

The geometry in XYZ format:
```
70
Properties=species:S:1:pos:R:3:forces:R:3
C 1.6785 2.2677 2.3043 -6.69 7.53 0.16
C 0.8252 3.4040 2.3836 4.54 -8.17 -1.30
C -0.4171 4.5088 2.2316 2.47 0.69 0.27
N -1.5778 4.2407 3.1639 -1.35 -1.71 -1.70
C -2.1915 2.8724 2.9655 2.38 -5.57 3.60
O -1.6696 1.8454 3.6919 -3.77 6.90 -5.07
O -3.3381 2.5396 2.1039 2.83 2.00 1.02
H 2.2315 1.2182 2.1736 -1.20 3.05 0.49
H -0.7190 4.6642 1.1077 0.72 -0.76 2.05
H 0.0650 5.5439 2.5803 -1.17 -2.29 -0.71
H -2.2960 5.0124 3.1268 1.06 -1.20 -0.32
H -3.3803 3.1117 1.2825 0.26 -0.57 1.46
O -5.3796 1.2115 -2.0473 -0.22 -1.62 -3.89
P -5.6738 -0.2765 -1.7367 1.03 2.81 7.37
N -7.0718 0.1234 -0.8841 -2.44 0.38 1.14
C -7.3734 0.1305 0.5323 0.11 0.22 0.01
C -8.2308 0.5393 -1.6728 0.51 -0.01 -0.23
N -4.2765 -0.4505 -0.7538 1.37 0.37 -0.28
C -4.2480 -0.8476 0.6453 -0.04 -1.00 0.08
C -3.1953 0.5364 -0.9490 -0.22 -0.08 -0.56
N -6.0121 -1.9872 -1.3797 0.30 -1.47 -3.25
C -5.8318 -2.7158 -2.6505 0.57 -0.61 -0.05
C -7.1316 -2.6014 -0.6789 -0.53 0.35 0.22
H -8.2686 -0.4633 0.7374 -0.17 -0.02 0.03
H -7.5659 1.1505 0.8900 0.02 -0.01 0.01
H -6.5937 -0.2815 1.1557 0.26 -0.05 -0.08
H -8.6242 -0.3130 -2.2345 -0.28 -0.10 -0.21
H -7.9593 1.3199 -2.3854 0.02 0.02 -0.06
H -9.0476 0.9348 -1.0578 0.33 -0.17 0.09
H -4.5540 -0.0285 1.3022 0.04 0.07 0.01
H -3.2364 -1.1388 0.9479 -0.02 0.13 -0.17
H -4.8614 -1.7280 0.8508 -0.15 0.18 -0.16
H -3.4465 1.4903 -0.4741 -0.01 0.09 -0.09
H -3.0093 0.7108 -2.0130 -0.22 0.09 0.28
H -2.2472 0.1910 -0.5301 -0.23 -0.28 0.21
H -6.6365 -2.4737 -3.3521 0.01 -0.27 -0.10
H -5.8005 -3.8035 -2.5055 -0.08 0.21 0.06
H -4.8782 -2.4393 -3.1135 -0.03 0.17 0.02
H -8.1025 -2.3199 -1.0962 -0.12 0.01 0.16
H -7.1007 -2.3916 0.3908 -0.08 0.36 -0.18
H -7.0721 -3.6972 -0.7302 0.32 0.24 -0.38
O 4.5427 -0.2955 1.3317 2.20 1.14 3.36
P 5.9853 -0.5216 0.8167 -4.14 -2.69 -6.18
N 5.7479 0.5395 -0.4713 -0.04 1.83 -1.94
C 5.5653 0.3145 -1.8902 -0.25 -0.03 0.06
C 5.7219 1.9670 -0.1555 -0.06 -0.35 0.42
N 5.6957 -2.1700 0.4321 -0.56 -1.10 0.73
C 5.8365 -2.7898 -0.8763 0.98 -0.19 -0.05
C 4.5523 -2.8215 1.1025 0.09 0.41 0.38
N 7.6437 -0.7815 0.2247 1.90 0.49 2.98
C 8.5222 -0.6835 1.4066 0.49 -0.65 0.23
C 8.3508 -0.1778 -0.8965 -0.26 0.50 -0.38
H 6.2894 0.8959 -2.4677 0.05 0.13 -0.09
H 4.5625 0.6235 -2.2131 0.01 -0.02 0.00
H 5.6944 -0.7124 -2.1985 0.02 -0.22 0.16
H 6.7198 2.3002 0.1446 0.19 0.29 0.08
H 5.0335 2.1736 0.6655 -0.02 0.03 0.05
H 5.4077 2.5875 -1.0029 0.07 -0.37 0.04
H 5.0005 -2.5353 -1.5340 -0.09 0.02 -0.02
H 5.8550 -3.8815 -0.7911 -0.07 0.10 0.18
H 6.7780 -2.5357 -1.3689 -0.13 0.24 0.08
H 3.6058 -2.5177 0.6439 -0.08 0.05 0.09
H 4.5248 -2.5698 2.1669 -0.08 0.11 -0.34
H 4.6167 -3.9110 1.0520 0.31 0.05 -0.27
H 8.5751 0.3499 1.7640 0.27 -0.06 0.07
H 9.5391 -1.0417 1.1998 -0.20 0.10 -0.07
H 8.1349 -1.3082 2.2191 -0.16 0.07 -0.01
H 8.3525 0.9153 -0.8613 -0.01 0.05 -0.19
H 7.9619 -0.5282 -1.8533 -0.30 0.23 0.16
H 9.4026 -0.4943 -0.9124 -0.23 -0.10 0.50
```
Forces are in eV/Å.

Calculated values
* relative energy (zero: lowest compared OMol25 entry of this formula, charge and spin): 67.5 kcal/mol
* charge: 0
* Kohn-Sham gap: 6.68 eV
* 2S+1: 1
* HOMO level: -7.67 eV
* LUMO: -0.0361 hartree
* maximum force: 0.196 Eh/bohr
* SMILES string: CN(C)P(=O)(N(C)C)N(C)C.CN(C)P(=O)(N(C)C)N(C)C.C#CCNC(=O)O

---

(2)
The following is a DFT calculation (the ωB97M-V functional and the def2-TZVPD basis) of H14O7 as an isolated structure.

The geometry in XYZ format:
```
21
Properties=species:S:1:pos:R:3:forces:R:3
O -0.3578 -1.8732 -2.1420 -0.54 -4.81 1.53
H -0.3207 -2.5770 -1.4943 -0.05 -0.57 0.28
H -1.1459 -1.3796 -1.9153 -1.82 -1.54 0.13
O -0.2181 0.0203 0.3062 1.77 -5.17 -0.49
H -0.4788 -0.3540 -0.5354 0.43 0.19 -0.05
H 0.2588 -0.6843 0.7448 0.51 -0.86 0.33
O -0.5657 1.8345 1.8633 1.13 0.64 5.04
H -0.4774 0.8906 1.9955 -0.09 -0.09 0.65
H -0.1975 2.2233 2.6567 0.23 0.15 0.58
O -0.0029 0.0407 -2.9094 -0.19 3.18 -1.02
H -0.3640 -0.5825 -2.2790 2.07 2.70 -1.12
H -0.5116 0.8403 -2.7746 0.24 0.76 -0.34
O 1.9111 1.4741 0.6808 1.16 0.11 -0.06
H 2.1752 1.1794 1.5524 0.16 0.05 0.16
H 0.9758 1.2760 0.6337 -0.16 0.51 -0.29
O 1.0085 -1.8866 1.2818 0.45 -0.78 0.47
H 0.7434 -2.3399 2.0820 -0.08 -0.09 0.39
H 1.2260 -2.5890 0.6689 0.32 -0.12 -0.27
O -1.1572 1.8314 0.0510 -3.78 4.30 -5.08
H -1.4677 1.7147 -0.8469 -0.36 0.17 -0.79
H -1.0335 0.9411 0.3799 -1.42 1.26 -0.06
```
Forces are in eV/Å.

Calculated values
* relative energy (zero: lowest compared OMol25 entry of this formula, charge and spin): 185.1 kcal/mol
* charge: 0
* Kohn-Sham gap: 8.65 eV
* 2S+1: 1
* HOMO level: -9.27 eV
* LUMO: -0.0229 hartree
* maximum force: 0.149 Eh/bohr

---

(3)
The following is a DFT calculation (the ωB97M-V functional and the def2-TZVPD basis) of C15H42FN8O8P2S2 as an isolated structure.

The geometry in XYZ format:
```
78
Properties=species:S:1:pos:R:3:forces:R:3
C -4.4376 1.2741 -2.7198 0.10 -0.32 0.41
C -3.2240 1.1799 -1.8127 -0.87 -0.13 -0.22
F -2.4473 0.1129 -2.2090 0.26 0.09 -0.12
S -2.3144 2.7413 -1.6892 0.01 1.60 1.16
O -1.5108 2.6624 -0.4931 0.34 -0.66 -0.45
O -3.3633 3.7313 -1.5664 -0.41 -0.26 -0.58
N -1.5158 3.0788 -3.0336 -0.29 -1.44 0.05
S -0.3461 2.0848 -3.4933 1.60 1.32 0.42
O 0.1637 1.1939 -2.4872 -0.55 -0.64 -0.02
O 0.6841 2.9010 -4.0980 -0.32 0.08 -0.61
C -1.0037 1.1424 -4.9105 -0.50 -0.34 -0.46
O -0.9596 -0.2720 -4.7272 0.06 0.22 0.36
N -2.2398 -0.8966 -4.8762 0.16 -0.42 0.02
O -2.5704 -0.9522 -5.9902 -0.18 0.26 -0.09
H -4.1950 1.6203 -3.7220 -0.03 0.13 0.00
H -4.8617 0.2686 -2.7586 0.00 -0.02 -0.20
H -5.1684 1.9108 -2.2291 0.01 0.26 -0.28
H -3.5846 0.9756 -0.8031 0.32 0.12 0.18
H -0.4254 1.4064 -5.7923 0.27 0.12 0.18
H -2.0286 1.4703 -5.0858 -0.03 0.04 0.12
O 0.1887 2.5713 2.8983 -1.40 2.65 -1.65
P 1.5030 3.1610 2.5371 3.86 -4.16 2.01
N 2.1408 1.9249 1.5523 0.10 -0.21 0.02
C 3.4729 1.3783 1.4548 0.25 0.12 -0.06
C 1.4143 1.7762 0.2820 -0.27 0.28 0.06
N 2.1393 3.2210 4.1585 -0.11 -0.24 0.41
C 3.5056 2.9149 4.5627 0.23 0.47 -0.16
C 1.2165 2.8447 5.2303 -0.17 -0.16 -0.01
N 2.4387 4.4427 1.9435 -2.26 2.08 0.44
C 3.8632 4.4435 1.6600 0.20 -0.67 -0.87
C 2.0302 5.7021 2.5919 -0.05 0.17 -0.05
H 4.0529 1.8094 0.6241 0.05 0.04 0.07
H 3.4134 0.3032 1.2506 -0.12 0.01 0.03
H 4.0496 1.4866 2.3699 -0.03 0.09 -0.08
H 1.6100 2.6228 -0.3880 -0.04 -0.09 -0.11
H 0.3420 1.7138 0.4451 -0.01 0.14 0.02
H 1.7059 0.8656 -0.2388 0.21 -0.03 0.15
H 3.8870 1.9847 4.1355 0.08 0.07 0.06
H 3.5636 2.7991 5.6452 -0.21 -0.03 0.02
H 4.1921 3.7388 4.3490 0.08 -0.12 -0.20
H 1.1134 1.7560 5.3195 -0.10 0.01 0.05
H 0.2311 3.2694 5.0760 -0.02 -0.08 -0.13
H 1.5794 3.2338 6.1863 0.18 0.02 -0.08
H 4.4747 3.8653 2.3506 -0.06 -0.05 0.02
H 4.2350 5.4673 1.6755 -0.22 0.08 0.16
H 4.0647 4.0894 0.6469 -0.05 -0.18 0.05
H 2.3889 5.7766 3.6252 0.00 -0.07 0.01
H 0.9419 5.7873 2.6004 0.01 -0.05 0.05
H 2.4117 6.5642 2.0420 -0.03 -0.09 -0.15
O -2.2596 -2.5815 0.8566 -3.14 -0.66 -1.52
P -1.7029 -3.5989 -0.0759 5.83 -0.42 1.76
N -1.2818 -4.8184 1.0748 0.12 -0.04 0.04
C -0.1363 -5.6954 1.1453 0.06 -0.22 -0.12
C -2.4385 -5.4092 1.7282 -0.28 0.19 -0.08
N -0.4022 -2.6751 -0.6894 0.23 0.44 0.34
C 0.9467 -3.1569 -0.9610 -0.11 -0.33 -0.58
C -0.3357 -1.2615 -0.2851 -0.01 0.15 0.44
N -1.8480 -4.6175 -1.4244 -2.38 1.50 -1.15
C -0.9595 -5.6912 -1.8355 -0.06 -0.80 0.73
C -2.2900 -3.8225 -2.5909 -0.08 0.00 -0.15
H -0.3357 -6.6976 0.7337 0.07 0.03 -0.08
H 0.1437 -5.8528 2.1935 -0.06 0.10 0.03
H 0.7395 -5.2883 0.6506 -0.11 -0.02 -0.07
H -3.0147 -6.0497 1.0407 0.00 -0.08 0.10
H -3.1021 -4.6328 2.1102 0.01 0.03 -0.09
H -2.1306 -6.0192 2.5797 0.13 0.01 -0.03
H 1.3723 -3.7414 -0.1413 0.05 0.01 -0.10
H 1.6181 -2.3148 -1.1181 -0.15 0.15 0.09
H 1.0048 -3.7181 -1.8980 0.00 -0.19 0.12
H 0.0822 -1.1586 0.7244 -0.06 0.09 0.01
H -1.3067 -0.7876 -0.3113 -0.06 -0.09 0.10
H 0.2869 -0.6966 -0.9758 0.00 -0.21 -0.18
H 0.0991 -5.5077 -1.6623 -0.01 0.05 0.05
H -1.0865 -5.8781 -2.9009 -0.10 0.27 -0.03
H -1.2259 -6.6356 -1.3540 0.07 0.07 0.16
H -1.4876 -3.2026 -3.0022 0.02 0.03 0.08
H -3.1157 -3.1648 -2.3131 0.08 0.08 0.03
H -2.6551 -4.4737 -3.3878 -0.07 -0.12 0.13
```
Forces are in eV/Å.

Calculated values
* charge: -1
* Kohn-Sham gap: 7.75 eV
* 2S+1: 1
* HOMO level: -5.72 eV
* LUMO: 0.0745 hartree
* maximum force: 0.119 Eh/bohr

---

Which of these has the highest HOMO level? C15H42FN8O8P2S2